<one>
10
Properties=species:S:1:pos:R:3:nbo_charge:R:1 method="wB97M-V/def2-TZVPD" smiles="[H]/N=C/[C@@H](O)C#N" homo_ev=-10.656 spin_multiplicity=1 gap_ev=11.2 total_charge=0
H -1.262 -0.390 -0.852 0.261
C -0.429 1.539 -0.303 0.238
H 1.423 -0.360 0.686 0.172
O -1.266 -0.015 1.255 -0.669
N -0.160 2.646 -0.394 -0.294
C 0.659 -0.561 -0.065 0.120
N 0.743 -1.352 -1.037 -0.593
H -0.613 0.263 1.918 0.473
H 1.583 -1.897 -1.187 0.354
C -0.679 0.128 -0.021 -0.062


<two>
10
Properties=species:S:1:pos:R:3:nbo_charge:R:1 method="wB97M-V/def2-TZVPD" homo_ev=-8.105 spin_multiplicity=1 gap_ev=8.8 total_charge=0
C 1.245 0.405 -0.017 -0.085
H 1.878 -1.900 -0.248 0.242
H -0.299 1.740 0.233 0.405
N -2.210 -0.393 -0.080 -0.750
C 1.225 -0.975 -0.023 -0.002
H 1.968 1.310 -0.235 0.235
O -0.120 -1.314 0.213 -0.455
H -2.773 0.510 0.009 0.347
C -0.909 -0.232 -0.009 0.665
N -0.006 0.848 0.157 -0.604


Which one is most stable, and which one is least stable? <one> is the most stable of them, while <two> is the least stable.


<one>
10
Properties=species:S:1:pos:R:3:nbo_charge:R:1 method="wB97M-V/def2-TZVPD" homo_ev=-8.750 spin_multiplicity=1 gap_ev=8.0 total_charge=0
H 0.151 0.843 -1.846 0.409
O -1.361 1.383 0.412 -0.679
H 0.646 1.274 0.751 0.245
C 0.016 -0.592 1.174 -0.119
N 0.209 0.284 -1.005 -0.314
N 0.785 -0.859 -1.021 -0.056
H 1.124 -2.363 0.382 0.211
H -2.087 0.756 0.536 0.485
C 0.706 -1.374 0.240 -0.252
C -0.189 0.647 0.376 0.071


<two>
10
Properties=species:S:1:pos:R:3:nbo_charge:R:1 method="wB97M-V/def2-TZVPD" smiles="[H]/N=C/OCC#N" homo_ev=-11.117 spin_multiplicity=1 gap_ev=11.9 total_charge=0
C 0.792 -0.312 1.532 0.232
H -2.340 -0.423 -1.628 0.350
N 0.434 -0.628 2.586 -0.292
N -1.376 -0.097 -1.703 -0.615
O 0.270 0.892 -0.485 -0.509
H 1.389 -0.849 -0.410 0.223
C 1.211 0.070 0.163 -0.163
H -1.541 0.364 0.345 0.153
H 2.141 0.640 0.195 0.241
C -0.980 0.342 -0.595 0.378


Which one is most stable, and which one is least stable? <two> is the most stable of them, while <one> is the least stable.


<one>
10
Properties=species:S:1:pos:R:3:nbo_charge:R:1 method="wB97M-V/def2-TZVPD" smiles="N#CC(=O)CN" homo_ev=-10.018 spin_multiplicity=1 gap_ev=9.6 total_charge=0
O 0.665 -1.588 -0.018 -0.457
H -0.483 1.140 -0.886 0.219
H -0.397 1.272 0.643 0.223
H -1.809 -0.675 0.997 0.371
C 2.062 0.318 0.055 0.155
C -0.486 0.484 -0.035 -0.319
N -1.703 -0.298 0.010 -0.830
C 0.815 -0.413 -0.024 0.473
N 3.060 0.886 -0.004 -0.223
H -1.723 -1.126 -0.737 0.389


<two>
10
Properties=species:S:1:pos:R:3:nbo_charge:R:1 method="wB97M-V/def2-TZVPD" homo_ev=-9.495 spin_multiplicity=1 gap_ev=9.1 total_charge=0
C -0.070 -1.577 1.899 0.049
O 0.369 1.713 -0.308 -0.505
H -1.234 -0.667 -1.667 0.377
H 1.541 0.183 -0.060 0.058
C 1.427 1.229 0.324 0.181
H -0.259 -1.236 0.891 0.245
H -0.858 1.595 -1.935 0.177
N -0.619 -0.265 -0.963 -0.671
N 0.133 -1.933 2.980 -0.319
C -0.431 0.958 -1.160 0.408


<three>
10
Properties=species:S:1:pos:R:3:nbo_charge:R:1 method="wB97M-V/def2-TZVPD" homo_ev=-8.750 spin_multiplicity=1 gap_ev=8.7 total_charge=0
C 0.695 -1.143 0.128 -0.031
O 0.066 1.803 1.111 -0.678
N -1.347 -0.125 -0.766 -0.696
H 1.692 1.321 -0.060 0.130
H -1.960 -0.913 -0.590 0.394
C 0.786 1.015 0.500 0.334
C -0.057 -0.129 -0.549 0.206
H 0.802 -2.222 0.048 0.207
H -1.797 0.775 -0.892 0.415
N 1.120 -0.381 1.070 -0.281


<four>
10
Properties=species:S:1:pos:R:3:nbo_charge:R:1 method="wB97M-V/def2-TZVPD" smiles="C=C=NNC=O" homo_ev=-9.104 spin_multiplicity=1 gap_ev=10.0 total_charge=0
C -0.515 1.517 0.119 0.501
N -0.805 -0.882 0.448 -0.292
H 1.644 -1.794 -1.470 0.240
C 0.313 -1.142 -0.013 0.380
H -2.059 0.538 1.089 0.399
H -0.973 2.456 0.478 0.119
N -1.233 0.425 0.523 -0.451
O 0.496 1.474 -0.543 -0.568
C 1.480 -1.555 -0.427 -0.569
H 2.323 -1.532 0.256 0.239


Which one is most stable, and which one is least stable? <one> is the most stable of them, while <two> is the least stable.